C13H17NO4S in the gas phase in a non-equilibrium geometry, computed with wB97M-V/def2-TZVPD.

Positions of all 36 atoms, in Å:
1 S 3.6064 1.6284 1.6521
2 O -0.8117 -0.5195 3.0714
3 O -4.4649 -1.9274 0.1760
4 O -0.6213 -0.0058 -1.6611
5 O 1.8663 1.3932 -0.4246
6 C 3.1343 1.7223 0.0116
7 C -2.6093 -1.2645 1.7107
8 C -0.7356 -0.3726 0.7004
9 C -2.6006 -0.7638 -0.6492
10 C -1.3793 -0.7053 1.8228
11 C -3.2625 -1.3730 0.4753
12 C -1.2490 -0.4077 -0.5581
13 N 4.1264 2.0217 -0.9110
14 C 0.0660 0.5912 3.2981
15 C -5.4737 -2.1579 1.1886
16 C 0.8129 -0.4237 -1.7430
17 C 3.8891 1.7366 -2.3235
18 C 3.0128 0.4880 -2.3529
19 C 1.6698 0.8209 -1.7442
20 H -2.9676 -1.6706 2.6317
21 H 0.1760 0.0301 0.6229
22 H -3.0462 -0.9707 -1.6047
23 H 4.9276 2.5381 -0.6534
24 H 0.2359 0.6849 4.3689
25 H 1.0432 0.3331 2.8424
26 H -0.0724 1.6588 2.8691
27 H -6.2769 -1.3554 1.1252
28 H -5.8444 -3.1536 1.0562
29 H -5.0929 -2.2203 2.1812
30 H 0.8546 -0.9297 -2.6221
31 H 1.3151 -0.9960 -1.0794
32 H 3.3492 2.4895 -3.0019
33 H 4.8842 1.6280 -2.8408
34 H 3.4763 -0.3877 -1.8823
35 H 2.9721 0.2846 -3.4331
36 H 1.0902 1.5559 -2.3193

Results
Lowest unoccupied orbital energy: 0.480 eV
Highest occupied orbital energy: -0.29749 hartree
SMILES: COc1cc(OC)cc(OC[C@@H]2CCNC(=S)O2)c1
Relative energy (zero: lowest compared OMol25 entry of this formula, charge and spin): 121.6 kcal/mol